DFT (the ωB97M-V functional and the def2-TZVPD basis) results for a structure of composition C37H34CsN6O3S2.

Results
**Charge**: -1
**HOMO-LUMO gap**: 4.955 eV
**E_HOMO**: -3.95 eV
**Max |F|**: 0.71 eV Å⁻¹
**Calculated total energy**: -2801.03817 Eh

Last column: Mulliken charge in e.
Positions of all 83 atoms, in Å:
Cs 2.2876 -1.3846 1.4155  1.246
C -4.9216 1.1217 1.6656  -0.628
O -5.4813 1.7692 0.5225  -0.569
C -4.9614 1.5975 -0.7325  0.795
C -5.8894 1.7950 -1.7511  -0.600
C -5.5422 1.6661 -3.0818  -0.500
C -4.2312 1.3346 -3.4075  -0.940
C -3.3007 1.1531 -2.4018  0.006
C -3.6382 1.2749 -1.0523  -0.168
N -2.6623 1.1680 -0.0358  0.705
C -1.3940 0.6231 -0.0859  -0.857
N -1.1830 -0.5634 -0.7737  0.833
C -1.6069 -1.8188 -0.1264  -0.228
C -0.6044 -2.5286 0.5185  0.333
C -1.0136 -3.7388 1.1099  -0.836
C -2.3279 -4.1925 1.0635  -0.624
C -3.2979 -3.4462 0.3964  -0.590
C -2.9302 -2.2501 -0.2101  -0.022
O -3.8248 -1.4583 -0.8902  0.050
C -5.0719 -2.0142 -1.2388  -1.180
N -0.3985 1.1319 0.5527  -0.498
C -0.4538 2.3778 1.1804  0.098
C -0.9514 3.5475 0.5901  0.008
C -0.9209 4.7643 1.2599  -0.820
C -0.3879 4.8417 2.5397  -0.481
C 0.1278 3.6949 3.1312  -0.445
C 0.1058 2.4829 2.4605  -0.011
O 0.6978 1.3977 3.0333  -0.302
C -0.2074 0.4121 3.5251  -0.430
H -5.7308 1.0379 2.3861  0.305
H -4.1282 1.7194 2.1195  0.289
H -4.5475 0.1250 1.4333  0.118
H -6.9034 2.0388 -1.4569  0.395
H -6.2882 1.8098 -3.8538  0.346
H -3.9291 1.2353 -4.4436  0.398
H -2.2770 0.9023 -2.6451  0.440
H -2.7282 1.8842 0.6658  0.354
H -0.1773 -0.6166 -0.8133  0.086
H -0.2857 -4.3565 1.6394  0.291
H -2.6184 -5.1250 1.5443  0.358
H -4.3188 -3.8039 0.3494  0.355
H -5.5542 -1.2918 -1.8958  0.178
H -5.7077 -2.1779 -0.3628  0.368
H -4.9525 -2.9658 -1.7655  0.422
H -1.3398 3.4945 -0.4210  0.419
H -1.3121 5.6519 0.7770  0.393
H -0.3627 5.7863 3.0706  0.377
H 0.5895 3.7241 4.1132  0.452
H 0.4009 -0.3793 3.9562  -0.050
H -0.8165 -0.0060 2.7205  0.190
H -0.8544 0.8347 4.2978  0.276
S 5.2889 -0.3255 5.8990  -0.316
C 3.7377 -0.7127 6.4941  -0.386
C 2.9140 -1.1930 5.5186  -0.713
C 3.4878 -1.2752 4.1981  -0.669
C 4.7789 -0.8414 4.2441  0.729
C 5.7678 -0.7328 3.1660  0.057
C 7.1244 -0.4346 3.4226  -0.706
C 8.0200 -0.3084 2.3834  -0.334
C 7.5772 -0.4879 1.0771  -0.750
C 6.2401 -0.7932 0.9052  -0.074
N 5.3537 -0.9190 1.8941  -0.023
H 3.5196 -0.5590 7.5448  0.411
H 1.8939 -1.4869 5.7494  0.346
H 7.4490 -0.3033 4.4461  0.264
H 9.0592 -0.0689 2.5844  0.389
H 8.2397 -0.3877 0.2261  0.352
H 5.8480 -0.9435 -0.0998  0.316
N 1.1215 -0.8687 -7.6864  -0.324
C 2.3260 -0.8442 -7.0903  0.147
S 3.6999 -0.8249 -8.0041  -0.392
C 2.3081 -0.7984 -5.5925  0.998
C 3.4847 -0.8632 -4.8592  -0.561
C 3.4238 -0.8346 -3.4755  -0.393
N 2.2868 -0.7457 -2.7860  -0.289
C 1.1590 -0.6861 -3.4875  -0.385
C 1.1221 -0.7072 -4.8742  -0.762
H 1.1279 -1.0622 -8.6742  0.224
H 0.3093 -1.1647 -7.1690  0.179
H 4.4293 -0.9457 -5.3791  0.416
H 4.3345 -0.8914 -2.8890  0.363
H 0.2352 -0.6297 -2.9165  0.501
H 0.1582 -0.6401 -5.3623  0.283